[1]
The following is a DFT calculation (ωB97M-V/def2-TZVPD) of a molecular structure, C29H35ClN2O4V.

The LUMO energy (spin up / spin down) is -7.97 / -7.88 eV. Its expectation value of S² is 0.80. For the relative energy (zero: lowest compared OMol25 entry of this formula, charge and spin), the calculation gives 20.6 kcal per mole.

```
! wB97M-V def2-TZVPD RIJCOSX def2/J DEFGRID3
* xyz 2 2
V 0.642 0.564 0.200
Cl 6.250 -3.273 1.783
C 5.024 -2.295 1.092
C 5.379 -1.212 0.271
C 4.412 -0.401 -0.276
C 3.056 -0.621 0.000
O 2.105 0.152 -0.436
C 2.678 -1.731 0.828
C 1.295 -1.969 1.090
O 0.356 -1.190 0.806
C 3.689 -2.568 1.343
H 6.423 -1.014 0.078
H 4.676 0.431 -0.910
H 1.019 -2.912 1.583
H 3.425 -3.409 1.965
C -3.459 -3.448 -5.546
C -1.948 -3.574 -5.341
N -1.437 -2.734 -4.269
C -1.097 -3.379 -3.027
C -2.318 -3.543 -2.113
C -1.405 -1.409 -4.541
O -1.749 -0.994 -5.632
C -0.901 -0.356 -3.562
C -0.550 0.838 -4.210
C -0.179 1.957 -3.486
C -0.095 1.842 -2.109
N -0.370 0.697 -1.485
C -0.807 -0.363 -2.172
H -3.751 -4.079 -6.380
H -3.720 -2.421 -5.785
H -4.008 -3.766 -4.664
H -1.462 -3.260 -6.272
H -1.681 -4.608 -5.124
H -0.301 -2.820 -2.529
H -0.699 -4.369 -3.264
H -2.829 -2.594 -1.960
H -2.007 -3.944 -1.152
H -3.031 -4.238 -2.549
H -0.605 0.866 -5.291
H 0.041 2.888 -3.982
H 0.187 2.690 -1.484
H -1.116 -1.198 -1.552
C 3.381 2.332 2.849
C 2.166 1.399 2.906
C 2.393 0.220 3.864
C 0.903 2.138 3.281
C 0.796 2.885 4.437
C -0.389 3.534 4.767
C -1.513 3.398 3.965
C -1.467 2.660 2.792
C -2.660 2.429 1.905
C -3.611 1.447 2.604
C -3.391 3.724 1.560
C -0.239 2.051 2.432
O -0.128 1.389 1.317
H 4.260 1.786 2.510
H 3.603 2.745 3.829
H 3.200 3.162 2.164
H 2.030 0.981 1.878
H 2.482 0.573 4.889
H 3.310 -0.312 3.613
H 1.560 -0.484 3.813
H 1.645 2.969 5.096
H -0.431 4.147 5.654
H -2.435 3.874 4.256
H -2.314 1.972 0.962
H -3.850 1.805 3.604
H -3.161 0.458 2.679
H -4.533 1.363 2.035
H -3.900 4.131 2.429
H -4.139 3.519 0.797
H -2.702 4.476 1.177
*
```

---

[2]
The following is a DFT calculation (ωB97M-V/def2-TZVPD) of 2 unconnected molecules or ions with the total composition C5H8Br2.

The structure (SMILES) is C/C(Br)=C\Br.C=C. The LUMO energy is 0.56 eV. For the relative energy (zero: lowest compared OMol25 entry of this formula, charge and spin), the calculation gives 58.8 kcal per mole.

```
! wB97M-V def2-TZVPD RIJCOSX def2/J DEFGRID3
* xyz 0 1
C -0.835 -1.030 -1.537
C -0.534 0.233 -1.371
C -1.533 -1.628 -2.707
C -0.548 1.974 3.071
C -0.195 1.845 1.844
Br 0.138 -2.280 -0.560
Br -1.048 1.602 -2.488
H -2.435 -1.111 -3.084
H -1.993 -2.729 -2.624
H -0.759 -1.541 -3.560
H -0.642 1.243 3.893
H 0.514 0.441 -1.170
H -0.900 3.020 3.271
H -0.026 0.983 1.217
H -0.267 2.809 1.242
*
```

---

[3]
The following is a DFT calculation (ωB97M-V/def2-TZVPD) of a molecular structure, C3H3HgO3.

The LUMO energy (spin up / spin down) is 0.03 / -3.07 eV. Its expectation value of S² is 0.76. For the relative energy (zero: lowest compared OMol25 entry of this formula, charge and spin), the calculation gives 0.0 kcal per mole.

```
! wB97M-V def2-TZVPD RIJCOSX def2/J DEFGRID3
* xyz 0 2
O -2.030 0.047 -0.773
C 0.859 1.243 1.091
C 0.453 0.839 -0.110
O 0.141 -0.466 -0.360
C -1.199 -0.834 -0.659
O -1.267 -2.077 -0.814
Hg 0.613 -3.088 -0.565
H 0.959 0.548 1.926
H 0.355 1.497 -0.976
H 1.115 2.292 1.239
*
```

---

[4]
The following is a DFT calculation (ωB97M-V/def2-TZVPD) of a molecular structure, C16H45B2BeF8NO12.

The LUMO energy is -1.47 eV.

```
! wB97M-V def2-TZVPD RIJCOSX def2/J DEFGRID3
* xyz 0 1
Be 0.448 -1.007 0.433
B -0.275 -3.969 1.415
F -1.063 -4.053 2.543
F 0.037 -5.251 1.003
F -0.908 -3.191 0.446
F 0.853 -3.268 1.720
B 1.599 1.445 -0.608
F 1.896 0.182 -1.065
F 2.847 1.929 -0.210
F 1.132 2.059 -1.772
F 0.677 1.460 0.406
C 3.838 -2.256 2.003
O 3.157 -1.962 0.758
C 3.888 -2.371 -0.397
C 2.771 -2.799 -1.423
N 1.385 -2.835 -0.985
C 0.465 -3.223 -1.982
C -0.212 -2.115 -2.781
O -0.825 -1.250 -1.895
C -0.884 0.012 -2.501
H 3.125 -2.312 2.826
H 4.524 -1.465 2.310
H 4.310 -3.233 2.105
H 4.633 -3.127 -0.150
H 4.222 -1.391 -0.736
H 2.986 -3.777 -1.853
H 2.821 -2.091 -2.250
H 1.320 -3.437 -0.177
H -0.308 -3.865 -1.560
H 0.817 -3.994 -2.669
H -0.874 -2.498 -3.558
H 0.755 -1.798 -3.171
H -1.324 0.730 -1.808
H -1.594 0.026 -3.327
H 0.047 0.395 -2.919
C -2.028 3.049 2.506
C -2.008 2.194 3.799
O -3.004 2.683 4.726
O -2.726 2.456 1.455
H -1.037 3.074 2.051
H -2.412 4.047 2.720
H -1.004 2.439 4.146
H -2.168 1.126 3.648
H -3.894 2.585 4.379
H -3.667 2.585 1.588
C 1.835 0.238 3.530
C 0.680 -0.795 3.836
O -0.440 -0.623 2.994
O 2.257 0.274 2.153
H 2.752 0.035 4.084
H 1.573 1.288 3.663
H 0.344 -0.595 4.853
H 0.921 -1.858 3.814
H -1.060 -1.288 3.302
H 2.537 1.131 1.824
C 4.058 0.471 -3.582
C 3.339 0.601 -4.944
O 1.924 0.752 -4.800
O 4.257 1.768 -2.973
H 5.067 0.092 -3.744
H 3.559 -0.114 -2.809
H 3.634 -0.171 -5.655
H 3.644 1.464 -5.535
H 1.787 1.616 -4.406
H 3.770 1.698 -2.148
C -3.266 -0.570 0.530
C -3.920 -1.100 1.818
O -4.449 -0.051 2.653
O -1.950 -0.172 0.660
H -3.938 0.248 0.269
H -3.189 -1.351 -0.226
H -3.273 -1.809 2.334
H -4.732 -1.727 1.451
H -5.029 -0.595 3.190
H -2.176 0.741 0.853
C -3.630 4.109 -1.180
C -2.511 3.198 -1.680
O -3.005 2.637 -2.867
O -3.861 5.223 -2.025
H -3.467 4.504 -0.178
H -4.586 3.587 -1.143
H -2.293 2.375 -0.999
H -1.653 3.842 -1.876
H -3.873 3.044 -2.827
H -3.975 5.947 -1.406
*
```

---

[5]
The following is a DFT calculation (ωB97M-V/def2-TZVPD) of a single C4H6O2 molecule.

The LUMO energy is 0.69 eV. For the relative energy (zero: lowest compared OMol25 entry of this formula, charge and spin), the calculation gives 77.7 kcal per mole.

```
! wB97M-V def2-TZVPD RIJCOSX def2/J DEFGRID3
* xyz 0 1
O 0.269 -1.617 -0.929
C 0.027 -0.281 -0.561
C -1.111 0.109 0.380
C -0.779 1.563 0.730
O 0.527 1.647 0.574
C 1.190 0.409 0.129
H -0.438 -2.203 -0.638
H -2.105 -0.090 -0.038
H -1.059 -0.373 1.373
H -0.130 0.300 -1.480
H 1.596 -0.139 0.993
H 2.013 0.677 -0.536
*
```

---

[6]
The following is a DFT calculation (ωB97M-V/def2-TZVPD) of 2 unconnected molecules or ions with the total composition C4H8Cl2.

The LUMO energy (spin up / spin down) is 0.14 / 0.04 eV. For the relative energy (zero: lowest compared OMol25 entry of this formula, charge and spin), the calculation gives 109.4 kcal per mole.

```
! wB97M-V def2-TZVPD RIJCOSX def2/J DEFGRID3
* xyz 0 1
C -0.583 -2.138 -0.802
C -0.151 0.494 1.524
C 0.801 0.993 -0.841
C -0.301 0.756 0.096
Cl 2.303 0.092 -0.417
Cl -1.814 1.552 -0.304
H 0.404 -2.409 -0.995
H -0.824 -1.070 -1.261
H -0.950 -2.301 0.151
H -0.300 -0.543 1.776
H -0.982 0.882 1.983
H 0.758 0.909 1.898
H 0.642 0.756 -1.851
H 0.998 2.027 -0.958
*
```

---

[7]
The following is a DFT calculation (ωB97M-V/def2-TZVPD) of a molecular structure, C42H55N6O3PSnTe.

The LUMO energy is 0.37 eV. For the relative energy (zero: lowest compared OMol25 entry of this formula, charge and spin), the calculation gives 59.6 kcal per mole.

```
! wB97M-V def2-TZVPD RIJCOSX def2/J DEFGRID3
* xyz 0 1
Sn 12.990 13.491 14.757
N 12.780 11.656 14.202
C 12.107 10.461 14.391
C 11.494 9.714 13.347
C 10.930 8.445 13.562
C 10.853 7.908 14.812
C 11.431 8.625 15.871
C 12.143 9.787 15.642
H 11.472 10.202 12.342
H 10.616 7.858 12.694
H 10.607 6.844 14.894
H 11.496 8.195 16.850
H 12.658 10.269 16.418
C 14.674 17.579 7.220
C 14.163 17.596 8.648
C 14.910 17.055 9.708
C 14.309 16.823 10.967
C 15.140 15.983 11.959
C 13.007 17.196 11.209
Te 12.548 17.112 13.275
N 10.880 18.084 13.152
C 10.522 18.287 14.440
O 11.266 17.881 15.371
C 9.207 18.897 14.624
C 8.705 19.078 15.927
C 7.571 19.824 16.204
C 6.860 20.375 15.156
C 7.329 20.188 13.839
C 8.418 19.430 13.549
C 14.092 18.382 14.030
C 14.227 19.684 13.554
C 13.366 20.352 12.436
C 15.282 20.462 13.968
C 16.211 20.027 14.865
C 17.276 20.895 15.390
C 16.142 18.674 15.252
C 15.058 17.844 14.887
C 14.964 16.427 15.440
C 12.223 17.750 10.159
C 10.809 18.234 10.257
C 12.872 18.031 8.959
H 14.082 16.847 6.693
H 15.727 17.205 7.141
H 14.674 18.549 6.694
H 15.946 16.726 9.527
H 15.434 15.063 11.440
H 14.547 15.745 12.829
H 16.044 16.539 12.305
H 9.393 18.675 16.709
H 7.263 20.000 17.214
H 6.019 21.015 15.374
H 6.831 20.733 13.064
H 8.821 19.272 12.541
H 12.840 19.585 11.835
H 13.950 20.903 11.793
H 12.581 20.935 12.947
H 15.319 21.409 13.540
H 17.725 21.554 14.616
H 18.127 20.378 15.869
H 17.023 21.582 16.190
H 16.872 18.247 15.925
H 15.721 16.294 16.161
H 15.037 15.644 14.719
H 14.004 16.311 15.970
H 10.634 19.056 10.979
H 10.205 17.366 10.561
H 10.546 18.615 9.248
H 12.302 18.314 8.092
O 15.030 12.943 15.778
N 15.194 11.692 16.035
C 15.115 11.226 17.347
C 15.206 9.911 17.612
C 15.286 8.952 16.548
C 15.383 9.410 15.249
C 15.318 10.793 15.077
H 14.977 12.103 17.972
H 15.085 9.501 18.569
H 15.154 7.899 16.780
H 15.456 8.710 14.432
H 15.280 11.258 14.113
C 11.409 15.992 17.931
N 10.424 15.041 17.450
C 9.058 15.554 17.367
P 10.824 13.484 17.595
O 12.173 13.233 17.031
N 9.598 12.711 16.880
C 9.503 12.917 15.446
C 9.130 11.397 17.344
N 10.968 13.097 19.199
C 11.733 11.886 19.608
C 9.869 13.434 20.081
H 11.379 16.121 19.005
H 11.261 16.985 17.539
H 12.451 15.700 17.683
H 8.921 16.263 18.162
H 8.362 14.725 17.501
H 8.865 16.074 16.395
H 9.875 13.900 15.199
H 8.559 12.746 15.003
H 10.155 12.227 14.947
H 9.098 11.452 18.436
H 9.669 10.490 17.049
H 8.152 11.182 16.903
H 12.556 11.749 18.979
H 11.063 11.063 19.568
H 12.024 12.026 20.618
H 9.398 14.364 19.932
H 10.198 13.562 21.136
H 9.080 12.670 20.135
*
```

---

[8]
The following is a DFT calculation (ωB97M-V/def2-TZVPD) of 13 unconnected molecules or ions with the total composition C34H68N12O28S.

The LUMO energy is -0.35 eV.

```
! wB97M-V def2-TZVPD RIJCOSX def2/J DEFGRID3
* xyz 0 1
C 2.092 -3.034 1.231
C 1.861 -1.566 0.750
C 0.556 -0.788 1.210
C 2.772 -0.880 -0.044
C 2.465 -0.260 -1.448
C 2.478 1.314 -1.496
C 1.117 2.004 -1.078
C 1.456 3.559 -0.777
C 0.029 1.988 -2.238
C -1.223 2.889 -1.905
C -2.600 2.128 -2.059
O -3.117 2.188 -3.144
O -3.147 1.409 -0.997
C -4.065 2.187 -0.220
C -3.328 3.284 0.659
C -2.228 2.568 1.539
C -2.199 3.154 3.029
S -0.508 3.895 3.328
O -4.714 1.316 0.724
C -6.115 1.373 0.530
O -6.774 2.296 0.893
C -6.702 0.099 -0.155
C -7.376 0.155 -1.443
C -7.840 -1.124 -1.992
C -7.615 -2.366 -1.272
C -6.947 -2.408 0.019
C -6.484 -1.156 0.586
H 1.482 -3.251 2.150
H 3.185 -3.231 1.440
H 1.823 -3.710 0.379
H 0.129 -1.247 2.142
H -0.207 -0.754 0.389
H 0.911 0.237 1.500
H 3.819 -0.815 0.367
H 1.534 -0.734 -1.846
H 3.301 -0.607 -2.124
H 2.693 1.621 -2.557
H 3.288 1.744 -0.851
H 0.723 1.497 -0.156
H 1.148 4.170 -1.669
H 0.815 3.829 0.108
H 2.519 3.715 -0.484
H -0.217 0.945 -2.563
H 0.551 2.465 -3.119
H -1.156 3.179 -0.829
H -1.248 3.798 -2.550
H -4.828 2.691 -0.880
H -2.945 4.127 0.035
H -4.118 3.653 1.372
H -2.387 1.467 1.647
H -1.185 2.712 1.156
H -2.295 2.331 3.777
H -2.917 3.993 3.179
H 0.397 2.869 3.520
H -7.497 1.131 -1.957
H -8.347 -1.156 -2.978
H -7.949 -3.333 -1.709
H -6.762 -3.349 0.600
H -5.951 -1.124 1.567
C -4.594 -0.729 -4.043
N -4.794 -1.572 -5.252
O -3.808 -2.061 -5.766
O -5.940 -1.712 -5.642
H -3.533 -0.692 -3.813
H -4.973 0.266 -4.270
H -5.151 -1.187 -3.228
C -1.186 5.968 6.196
N -0.250 6.557 7.191
O 0.937 6.353 7.034
O -0.742 7.205 8.098
H -0.611 5.421 5.453
H -1.856 5.299 6.734
H -1.734 6.788 5.736
C 1.031 -6.444 -2.651
N 0.885 -5.321 -1.686
O 1.838 -4.574 -1.545
O -0.178 -5.228 -1.106
H 2.023 -6.401 -3.090
H 0.892 -7.370 -2.098
H 0.265 -6.321 -3.414
C 5.134 -4.178 -2.735
N 4.911 -5.111 -3.872
O 5.884 -5.676 -4.336
O 3.766 -5.246 -4.262
H 6.192 -4.160 -2.501
H 4.792 -3.196 -3.046
H 4.556 -4.547 -1.890
C 5.970 5.099 -0.672
N 5.773 4.166 -1.813
O 6.759 3.625 -2.277
O 4.633 4.006 -2.204
H 7.029 5.140 -0.434
H 5.605 6.076 -0.980
H 5.400 4.712 0.170
C 6.763 0.382 -3.834
N 6.874 -0.693 -2.813
O 6.531 -1.818 -3.142
O 7.298 -0.375 -1.723
H 6.371 -0.047 -4.752
H 6.086 1.137 -3.440
H 7.758 0.791 -3.993
C 0.750 9.168 9.736
N 1.771 10.088 10.309
O 2.621 10.521 9.555
O 1.679 10.340 11.495
H 0.953 9.034 8.679
H 0.827 8.222 10.266
H -0.225 9.626 9.886
C 1.598 -3.956 5.509
N 2.269 -2.813 4.833
O 3.458 -2.916 4.612
O 1.571 -1.855 4.553
H 2.335 -4.731 5.697
H 1.179 -3.585 6.442
H 0.818 -4.318 4.842
C 3.006 0.955 5.678
N 1.805 1.401 4.924
O 1.947 1.644 3.736
O 0.767 1.489 5.545
H 3.853 0.922 4.999
H 3.177 1.675 6.475
H 2.792 -0.034 6.078
C 8.163 -7.471 -5.344
N 9.210 -8.469 -4.998
O 9.871 -8.931 -5.909
O 9.330 -8.753 -3.821
H 8.170 -7.318 -6.420
H 7.207 -7.872 -5.018
H 8.403 -6.549 -4.821
C -6.190 -0.789 -8.821
N -6.951 0.104 -9.736
O -7.542 -0.415 -10.664
O -6.927 1.294 -9.487
H -6.300 -1.815 -9.162
H -5.147 -0.482 -8.855
H -6.604 -0.669 -7.824
C -6.399 -5.810 3.387
N -6.929 -5.644 2.007
O -8.121 -5.441 1.884
O -6.125 -5.724 1.096
H -7.222 -5.716 4.090
H -5.950 -6.799 3.448
H -5.659 -5.030 3.550
*
```